Below is a cluster of 5 separate species, C22H59N5O4P in total, with properties calculated with ωB97M-V with the def2-TZVPD basis set.

XYZ file:
```
91
Properties=species:S:1:pos:R:3:lowdin_charge:R:1
H -5.451 1.750 4.902 0.09
H 4.063 5.951 -10.015 0.09
H 0.778 -0.023 2.187 0.11
H -5.999 2.037 3.231 0.08
O 3.249 5.224 -8.308 -0.19
C -0.087 -4.606 7.118 -0.21
C 1.659 -4.124 8.684 -0.09
N 1.920 -2.706 1.240 -0.25
H -1.271 -1.942 1.330 0.11
H 3.139 -0.096 -0.854 0.03
H 0.832 -0.654 -3.851 0.08
C 1.739 -1.923 2.535 -0.14
H 1.251 -0.779 -2.307 0.04
H -2.901 -0.847 2.720 0.11
H 2.265 -3.324 8.250 0.07
H 2.651 6.860 -9.441 0.09
C -5.017 -0.641 2.630 -0.06
H 0.749 -2.695 -0.525 0.10
H 1.655 -2.644 3.346 0.09
N 1.355 3.178 -7.530 0.04
H 5.459 -3.016 0.944 0.04
C 0.483 -1.058 2.342 -0.14
H -0.219 -1.868 7.115 0.09
H 4.003 0.028 0.684 0.05
H 2.732 5.319 -6.376 0.12
C 2.255 5.497 -7.343 -0.21
H 1.909 -4.348 5.476 0.08
N 0.526 -1.049 -2.966 0.05
H 4.958 -1.590 1.903 0.05
C -0.255 -1.620 1.117 -0.15
H -0.105 -1.127 3.256 0.10
C 3.151 -0.432 0.182 -0.25
C -3.622 -0.029 2.592 -0.44
H -2.047 -1.954 -3.311 0.08
H 2.171 -3.653 1.514 0.13
C -0.858 1.978 -4.748 -0.08
H 2.004 3.065 -8.304 0.07
C 3.078 5.860 -9.561 -0.10
C 0.062 -3.661 5.921 -0.42
H -3.942 1.412 1.223 0.07
C -5.284 2.344 3.998 -0.09
H -0.553 -5.530 6.766 0.13
H 0.464 4.746 -6.502 0.12
C -0.736 -0.402 -2.588 -0.44
H 2.442 5.279 -10.233 0.08
H 1.892 2.908 -6.710 0.07
H 0.759 -5.080 4.631 0.08
O 0.001 1.706 -3.651 -0.19
H -2.429 0.886 1.213 0.06
N 1.053 -4.164 4.956 0.03
H -1.848 2.295 -4.406 0.09
C -1.855 -0.897 -3.495 -0.06
O -3.944 2.229 3.551 -0.18
H 0.141 -3.743 0.732 0.13
C -3.345 0.967 3.726 -0.22
H -3.630 0.540 4.698 0.12
H -0.406 2.783 -5.324 0.07
H 1.972 6.557 -7.381 0.12
C -0.612 1.126 -2.525 -0.22
H 2.248 -0.080 0.679 0.03
C 1.014 4.601 -7.438 -0.44
H -2.779 -0.347 -3.316 0.08
H -0.885 4.464 -8.451 0.07
H -0.101 6.038 -8.628 0.08
H -0.960 1.114 -5.407 0.08
H -0.908 -3.644 5.415 0.14
H 0.267 -1.561 5.448 0.05
H -2.268 1.160 3.756 0.12
H 1.453 -2.135 6.614 0.07
H 0.037 1.381 -1.679 0.12
C 0.581 -2.763 0.551 -0.13
H 4.258 -3.184 2.221 0.05
N -3.390 0.560 1.268 0.04
H -0.343 -0.825 0.376 0.09
H -0.750 -4.172 7.876 0.13
H -0.972 -0.736 -1.572 0.10
C 0.412 -2.226 6.301 -0.05
H -1.591 1.586 -2.337 0.12
O 1.138 -4.995 7.696 -0.18
H -5.772 0.070 2.297 0.07
H -5.458 3.393 4.230 0.09
H -1.591 -0.794 -4.547 0.07
H -5.277 -0.971 3.637 0.08
H 2.614 -1.296 2.699 0.11
H 0.858 -3.682 9.283 0.09
H 2.296 -4.719 9.336 0.09
H -5.067 -1.501 1.964 0.08
H 0.476 4.641 -9.545 0.07
C 4.627 -2.518 1.438 -0.27
P 3.343 -2.249 0.158 0.99
C 0.075 4.962 -8.583 -0.06
```

Calculated values
E_HOMO ... -0.38765 Ha
LUMO energy ... -0.087 Eh
Total charge ... +1
Largest force on an atom ... 0.8 eV/Å
Kohn-Sham gap ... 8.18 eV
Energy relative to the best compared isomer or geometry (same formula, charge and spin) ... 0.0 kcal per mole



Below is a cluster of 8 separate species, C22H59NO23S7 in total at a distorted geometry, with properties calculated with ωB97M-V with the def2-TZVPD basis set.

XYZ file:
```
112
Properties=species:S:1:pos:R:3:lowdin_charge:R:1
H 25.621 1.006 16.603 0.05
H 19.643 -4.865 9.653 0.12
H 25.447 2.053 18.003 0.08
H 19.656 -6.473 17.028 0.12
O 22.322 -6.579 9.883 -0.29
H 22.090 -1.380 19.261 0.04
C 31.923 1.068 16.305 -0.06
C 27.225 -2.751 11.164 -0.08
C 33.067 -1.883 11.682 -0.29
H 27.636 -3.754 11.179 0.08
H 18.123 -7.425 10.388 0.08
O 22.132 -7.305 12.285 -0.28
S 21.068 -3.951 17.472 0.61
H 24.930 -0.260 14.787 0.07
H 22.272 -2.746 15.818 0.06
H 34.139 -1.595 13.557 0.08
O 22.945 1.295 18.912 -0.26
H 27.882 -1.919 11.386 0.04
C 21.968 -2.658 4.543 -0.11
H 31.313 1.962 16.395 0.08
S 30.800 -0.791 10.953 0.62
H 25.186 0.722 12.578 0.12
S 23.370 0.952 17.392 0.61
O 23.112 -0.445 17.156 -0.29
O 24.803 -3.081 12.200 -0.29
H 23.675 -2.573 7.354 0.07
H 31.164 0.157 8.789 0.06
H 32.464 0.916 17.243 0.08
O 26.786 -3.229 13.713 -0.28
H 28.126 -1.418 14.954 0.06
O 29.930 0.226 11.438 -0.27
H 23.765 -1.467 14.293 0.07
O 26.177 -1.016 12.804 -0.27
C 18.125 -6.402 10.017 -0.06
C 23.391 -0.498 7.204 -0.26
O 20.397 -2.791 17.992 -0.27
H 23.280 -3.157 17.228 0.07
H 22.675 -0.361 8.013 0.12
H 28.237 -2.942 15.640 0.07
O 28.706 1.451 8.454 0.06
H 22.939 -4.236 11.285 0.04
C 19.566 -5.931 9.876 -0.26
O 30.331 -2.101 10.577 -0.28
O 21.188 -2.171 7.033 -0.29
H 20.926 -7.710 15.366 0.09
H 20.075 -6.495 9.092 0.11
H 22.071 -6.743 16.344 0.08
H 21.149 -4.236 11.682 0.06
C 23.238 0.410 19.994 -0.25
O 22.797 1.974 16.574 -0.26
C 25.175 1.084 17.593 -0.11
S 26.116 -2.634 12.593 0.63
C 21.248 -6.705 15.636 -0.07
H 35.157 -2.094 12.215 0.08
O 20.352 -0.695 5.231 -0.27
O 29.405 -2.061 18.157 -0.26
H 23.186 0.938 20.946 0.12
H 33.349 -1.857 10.632 0.10
H 22.805 -3.244 4.926 0.06
H 27.974 2.183 11.006 0.10
O 22.723 -0.537 5.922 -0.26
H 22.960 -4.429 16.062 0.06
H 22.276 -4.755 12.883 0.05
S 28.879 -1.214 17.134 0.63
H 31.020 -0.428 15.068 0.10
H 22.084 -1.202 21.009 0.08
H 29.757 -2.274 15.121 0.07
C 24.910 -0.320 12.725 -0.25
C 22.547 -3.533 16.514 -0.11
S 21.411 -1.475 5.796 0.60
H 21.160 -3.328 4.267 0.07
C 20.018 -5.959 16.134 -0.26
O 20.226 -6.311 11.088 -0.29
H 22.408 -2.120 3.705 0.07
H 31.641 -1.082 16.509 0.12
C 31.100 -0.205 16.139 -0.30
O 27.594 -0.564 17.242 -0.30
H 23.525 0.390 14.205 0.08
H 32.857 -2.923 11.932 0.13
H 32.398 -0.986 9.128 0.06
H 32.516 0.602 9.883 0.08
O 20.188 -4.541 16.265 -0.26
H 17.596 -6.446 9.063 0.08
H 25.530 0.255 18.192 0.04
C 22.119 -4.711 11.807 -0.09
S 21.811 -6.401 11.212 0.61
H 24.288 -0.683 11.905 0.11
C 28.801 -2.011 15.565 -0.13
H 27.242 3.126 9.598 0.10
C 24.154 -0.488 14.042 -0.06
H 24.964 -1.709 6.515 0.09
O 21.412 -5.008 18.396 -0.29
C 31.826 -0.183 9.586 -0.11
H 24.937 -1.632 8.269 0.06
H 17.571 -5.709 10.649 0.08
H 19.203 -6.062 15.418 0.12
H 34.647 -0.448 12.393 0.08
H 24.246 -0.003 19.973 0.11
H 21.565 -6.208 14.717 0.05
C 34.295 -1.479 12.482 -0.07
O 29.888 0.027 16.853 -0.24
O 31.990 -1.033 12.061 -0.26
N 27.743 1.162 9.131 -0.44
C 27.330 2.185 10.136 0.05
H 26.294 1.958 10.382 0.09
O 27.070 0.161 9.018 0.06
H 32.678 1.183 15.529 0.07
H 21.105 -0.324 19.902 0.09
H 26.541 -2.612 10.332 0.06
C 22.142 -0.644 20.072 -0.08
C 24.305 -1.683 7.386 -0.06
H 23.964 0.427 7.101 0.12
```

Calculated values
E_HOMO ... -0.39243 Ha
SMILES string ... CCOS(C)(=O)=O.CCOS(C)(=O)=O.CCOS(C)(=O)=O.CCOS(C)(=O)=O.CCOS(C)(=O)=O.CCOS(C)(=O)=O.CCOS(C)(=O)=O.C[N+](=O)[O-]
LUMO energy ... -0.009 Eh
Total charge ... 0
Largest force on an atom ... 3.0 eV/Å
Kohn-Sham gap ... 10.42 eV
Energy relative to the best compared isomer or geometry (same formula, charge and spin) ... 0.0 kcal per mole



Below is a cluster of 7 separate species, C22H61N5O7 in total at a distorted geometry, with properties calculated with ωB97M-V with the def2-TZVPD basis set.

XYZ file:
```
95
Properties=species:S:1:pos:R:3:lowdin_charge:R:1
H -15.432 14.876 11.119 0.07
H -14.426 13.609 11.176 0.04
H -17.523 6.955 12.633 0.12
N -13.914 8.807 7.568 0.05
H -8.720 6.114 11.528 0.09
H -9.662 17.400 11.256 0.10
H -10.152 6.719 10.892 0.05
C -11.656 7.976 7.633 -0.23
H -14.973 7.708 15.299 0.08
H -12.290 14.781 13.477 0.09
O -15.849 7.214 11.407 -0.20
C -16.432 6.402 10.415 -0.11
H -8.423 12.811 14.351 0.10
H -12.151 9.762 11.389 0.07
H -13.169 9.237 15.063 0.08
H -9.532 15.788 10.484 0.09
H -9.350 7.576 12.249 0.08
H -12.732 13.280 12.714 0.07
H -17.671 8.214 14.658 0.09
C -9.382 7.328 7.853 -0.06
O -11.695 6.468 13.116 -0.08
H -9.532 13.108 10.661 0.06
C -16.794 7.686 12.318 -0.21
H -11.743 14.598 10.531 0.10
C -15.195 7.255 14.335 -0.05
N -16.583 11.929 14.663 0.17
H -17.018 5.551 10.741 0.08
H -9.338 13.937 13.270 0.08
H -16.674 9.360 15.149 0.04
C -12.741 9.749 12.303 -0.04
H -7.697 12.500 11.999 0.13
O -10.646 7.619 8.523 -0.21
H -14.292 6.976 13.903 0.03
H -9.207 10.403 13.051 0.02
H -11.322 8.688 6.855 0.13
H -13.899 16.235 12.084 0.15
C -16.020 8.229 13.525 -0.44
H -17.363 8.615 11.986 0.14
H -13.612 10.452 12.201 0.09
C -12.697 10.226 14.873 -0.01
H -8.821 8.224 7.573 0.09
H -9.684 3.762 12.370 0.07
C -9.160 12.886 13.511 -0.05
H -17.090 7.023 9.766 0.10
H -10.636 17.051 9.804 0.07
H -15.155 13.008 17.203 0.09
O -15.967 10.884 16.498 0.01
H -15.610 6.013 9.777 0.08
N -14.486 14.565 10.878 0.02
H -13.641 6.727 9.038 0.07
H -9.519 6.719 7.006 0.06
C -10.235 16.632 10.705 -0.14
H -14.116 7.943 10.101 0.07
H -13.965 14.143 13.452 0.04
C -12.815 8.549 8.431 -0.47
H -16.947 11.004 14.475 0.07
C -13.263 7.604 9.515 -0.06
H -10.116 12.496 13.843 0.05
H -11.209 8.280 13.614 0.08
C -9.636 6.621 11.820 -0.04
H -13.151 8.730 12.528 0.07
H -8.763 6.777 8.578 0.09
C -12.255 15.511 10.753 -0.17
H -11.555 11.113 13.304 0.08
H -16.373 12.544 13.904 0.10
H -10.576 11.953 11.536 0.05
H -12.469 7.435 10.177 0.04
N -17.006 8.890 14.317 0.03
H -15.753 6.360 14.605 0.09
H -13.537 9.402 6.839 0.08
H -9.927 5.883 13.824 0.15
H -11.293 3.725 13.082 0.08
H -9.462 11.342 10.320 0.08
C -9.573 12.104 11.110 -0.04
N -15.417 13.137 16.250 0.15
C -10.418 5.810 12.821 -0.44
H -14.652 9.290 8.070 0.08
C -15.987 11.930 15.848 -0.69
C -13.490 15.274 11.708 -0.37
C -13.100 14.326 12.865 -0.07
O -8.384 10.720 12.734 -0.03
H -11.937 7.019 7.171 0.14
H -13.430 11.030 14.756 0.07
C -8.645 12.058 12.345 -0.49
O -10.869 9.214 13.618 -0.07
H -12.135 6.503 12.276 0.06
C -11.920 10.118 13.554 -0.51
H -12.381 9.429 8.952 0.14
H -15.883 14.014 16.078 0.09
O -11.337 16.342 11.510 -0.20
H -15.232 8.917 13.182 0.12
H -12.583 15.929 9.793 0.12
H -11.070 4.405 11.453 0.08
C -10.611 4.313 12.441 -0.04
H -12.059 10.456 15.720 0.08
```

Calculated values
E_HOMO ... -0.34334 Ha
SMILES string ... COC[C@H](C)N.COC[C@H](C)N.COC[C@H](C)N.NC(N)=O.CC(C)O.CC(C)O.CC(C)O
LUMO energy ... 0.016 Eh
Total charge ... 0
Largest force on an atom ... 2.7 eV/Å
Kohn-Sham gap ... 9.79 eV
Energy relative to the best compared isomer or geometry (same formula, charge and spin) ... 0.0 kcal per mole



Question: What is the largest force on an atom in the third record?
Answer: 2.7 eV/Å